1.
Computed, not measured: C29H40MnN2O6P2S as an isolated structure at a distorted geometry, with the ωB97M-V functional and the def2-TZVPD basis.

Each line ends with the Löwdin charge.
Positions of all 81 atoms, in Å:
Mn  0.572  -0.652  0.965  0.549
C  2.942  -1.792  5.422  -0.020
C  2.095  -1.572  4.200  -0.280
N  0.832  -1.421  4.225  0.056
O  0.306  -1.573  5.512  -0.049
C  2.772  -1.403  2.877  -0.273
C  4.208  -0.989  2.829  -0.017
N  2.090  -1.568  1.813  -0.163
O  2.532  -1.167  0.603  -0.237
H  2.386  -2.323  6.187  0.073
H  3.243  -0.827  5.838  0.097
H  3.844  -2.350  5.174  0.078
H  -0.565  -1.172  5.422  0.093
H  4.397  -0.180  3.538  0.090
H  4.435  -0.653  1.821  0.072
H  4.876  -1.815  3.082  0.086
C  -1.835  -4.892  2.080  -0.143
C  -1.050  -3.593  2.255  -0.391
P  -0.841  -2.567  0.758  0.946
C  -2.540  -2.195  0.203  -0.381
C  -3.212  -1.143  1.089  -0.137
C  -0.270  -3.769  -0.505  -0.376
C  0.372  -3.071  -1.708  -0.157
H  -1.898  -5.425  3.030  0.071
H  -1.357  -5.557  1.359  0.062
H  -2.856  -4.706  1.740  0.063
H  -0.035  -3.789  2.608  0.072
H  -1.509  -2.958  3.016  0.070
H  -3.128  -3.113  0.145  0.076
H  -2.435  -1.811  -0.815  0.057
H  -3.430  -1.543  2.082  0.070
H  -4.152  -0.801  0.654  0.071
H  -2.561  -0.275  1.215  0.043
H  -1.116  -4.387  -0.814  0.080
H  0.465  -4.417  -0.021  0.087
H  -0.335  -2.415  -2.220  0.063
H  0.737  -3.802  -2.431  0.073
H  1.211  -2.457  -1.383  0.041
O  0.053  0.109  -0.870  -0.378
P  0.015  1.329  -1.753  0.847
C  -1.638  1.973  -1.999  -0.291
C  -2.663  1.030  -2.008  -0.065
C  -3.977  1.442  -2.171  -0.071
C  -4.265  2.791  -2.331  -0.077
C  -3.241  3.729  -2.321  -0.067
C  -1.927  3.322  -2.147  -0.071
C  0.523  0.782  -3.404  -0.253
C  1.548  -0.163  -3.474  -0.068
C  1.998  -0.612  -4.705  -0.070
C  1.438  -0.114  -5.876  -0.082
C  0.425  0.832  -5.813  -0.079
C  -0.037  1.275  -4.579  -0.074
C  1.220  2.595  -1.362  -0.266
C  1.436  3.654  -2.242  -0.083
C  2.385  4.618  -1.943  -0.075
C  3.125  4.521  -0.771  -0.072
C  2.921  3.458  0.098  -0.050
C  1.968  2.496  -0.195  -0.063
H  -2.425  -0.018  -1.881  0.090
H  -4.777  0.711  -2.167  0.104
H  -5.291  3.115  -2.454  0.103
H  -3.469  4.780  -2.437  0.106
H  -1.135  4.059  -2.092  0.104
H  1.987  -0.542  -2.558  0.106
H  2.787  -1.352  -4.752  0.106
H  1.792  -0.465  -6.837  0.103
H  -0.013  1.221  -6.724  0.103
H  -0.843  1.999  -4.537  0.105
H  0.881  3.716  -3.172  0.104
H  2.552  5.440  -2.627  0.104
H  3.865  5.275  -0.535  0.104
H  3.494  3.385  1.013  0.113
H  1.815  1.669  0.483  0.087
C  -2.293  2.320  2.779  -0.140
S  -0.671  2.237  2.062  0.413
O  0.203  3.067  2.855  -0.320
O  -0.825  2.634  0.671  -0.341
O  -0.310  0.793  2.182  -0.439
H  -2.435  3.332  3.155  0.063
H  -2.367  1.599  3.591  0.060
H  -3.015  2.098  1.995  0.055

Calculated values
Total charge: 0
HOMO (alpha / beta) (hartree): -0.2898 / -0.2760
2S+1: 2



2.
Computed, not measured: C29H40MnN3OSSb as an isolated structure, with the ωB97M-V functional and the def2-TZVPD basis.

Each line ends with the Löwdin charge.
Positions of all 76 atoms, in Å:
Mn  0.142  -0.044  0.144  0.158
C  4.614  0.190  -3.146  -0.087
C  5.187  0.076  -1.883  -0.075
C  4.391  0.058  -0.750  -0.030
C  3.012  0.143  -0.888  -0.253
C  2.434  0.266  -2.140  -0.065
C  3.238  0.292  -3.273  -0.078
N  2.119  0.113  0.245  -0.109
N  2.677  0.283  1.361  0.099
C  1.729  0.335  2.389  -0.304
C  2.181  0.486  3.702  -0.038
C  1.249  0.545  4.715  -0.101
C  -0.114  0.475  4.395  -0.093
C  -0.540  0.332  3.087  -0.117
C  0.378  0.238  2.026  -0.207
H  5.243  0.205  -4.027  0.101
H  6.262  0.003  -1.781  0.103
H  4.820  -0.026  0.238  0.107
H  1.359  0.372  -2.236  0.081
H  2.783  0.392  -4.250  0.106
H  3.243  0.549  3.902  0.108
H  1.562  0.655  5.745  0.095
H  -0.846  0.537  5.192  0.099
H  -1.606  0.284  2.884  0.090
O  -1.794  -0.124  -0.018  -0.290
N  -2.453  1.047  0.050  -0.166
C  -3.778  0.982  0.307  -0.017
C  -4.540  2.112  0.345  -0.056
C  -3.913  3.345  0.109  -0.066
C  -2.570  3.383  -0.143  -0.076
C  -1.793  2.205  -0.169  -0.627
S  -0.114  2.164  -0.434  0.798
H  -4.145  -0.020  0.469  0.134
H  -5.596  2.036  0.556  0.107
H  -4.486  4.262  0.132  0.110
H  -2.053  4.315  -0.321  0.108
C  1.987  -3.388  -2.205  -0.120
C  1.821  -3.843  -0.755  -0.679
C  1.751  -5.369  -0.730  -0.104
C  3.042  -3.404  0.054  -0.116
Sb  0.089  -2.757  0.052  1.691
C  -0.286  -3.647  2.025  -0.677
C  -1.617  -3.099  2.544  -0.118
C  -0.323  -5.173  2.044  -0.108
C  0.822  -3.158  2.960  -0.107
C  -1.566  -3.365  -1.269  -0.681
C  -2.902  -3.183  -0.548  -0.125
C  -1.486  -4.797  -1.787  -0.119
C  -1.517  -2.396  -2.456  -0.132
H  2.931  -3.786  -2.598  0.091
H  2.027  -2.303  -2.301  0.053
H  1.187  -3.764  -2.844  0.060
H  2.658  -5.763  -1.204  0.090
H  0.900  -5.766  -1.278  0.056
H  1.720  -5.767  0.281  0.056
H  3.952  -3.747  -0.454  0.091
H  3.044  -3.843  1.052  0.063
H  3.114  -2.322  0.158  0.047
H  -2.473  -3.591  2.087  0.059
H  -1.708  -2.022  2.391  0.053
H  -1.670  -3.280  3.624  0.091
H  -0.958  -5.597  1.264  0.067
H  -0.721  -5.506  3.009  0.087
H  0.673  -5.603  1.946  0.060
H  0.823  -2.074  3.057  0.051
H  1.815  -3.475  2.640  0.061
H  0.647  -3.580  3.957  0.093
H  -3.097  -3.999  0.147  0.069
H  -3.705  -3.195  -1.295  0.088
H  -2.955  -2.237  -0.012  0.046
H  -1.412  -5.533  -0.984  0.065
H  -0.643  -4.941  -2.464  0.060
H  -2.397  -5.024  -2.355  0.088
H  -1.641  -1.364  -2.129  0.054
H  -2.341  -2.631  -3.141  0.088
H  -0.588  -2.471  -3.022  0.061

Calculated values
Total charge: 0
HOMO (alpha / beta) (hartree): -0.2703 / -0.2426
2S+1: 2
Relative energy (zero: lowest compared OMol25 entry of this formula, charge and spin) (kJ/mol): 0.0



3.
Computed, not measured: C29H40MnNO5 as an isolated structure, with the ωB97M-V functional and the def2-TZVPD basis.

Each line ends with the Löwdin charge.
Positions of all 76 atoms, in Å:
Mn  0.238  0.015  -0.093  0.666
C  0.270  1.930  0.851  -0.071
C  0.845  1.006  1.779  -0.165
C  -0.180  0.060  2.108  -0.148
C  -1.342  0.426  1.354  -0.075
C  -1.074  1.599  0.600  -0.257
C  -2.119  2.469  -0.069  -0.539
C  -3.074  1.662  -0.952  -0.032
C  -2.943  3.117  1.058  -0.051
C  -1.467  3.579  -0.892  -0.049
C  -0.255  -1.088  3.131  -0.508
C  0.064  -0.558  4.537  -0.052
C  -1.688  -1.643  3.196  -0.073
C  0.641  -2.293  2.821  -0.047
C  2.259  1.274  2.311  -0.510
C  2.146  2.114  3.595  -0.044
C  3.092  0.020  2.584  -0.039
C  3.065  2.109  1.298  -0.056
H  0.792  2.758  0.402  0.115
H  -2.293  -0.079  1.389  0.102
H  -3.516  0.830  -0.399  0.084
H  -2.559  1.252  -1.817  0.063
H  -3.887  2.304  -1.306  0.083
H  -3.462  2.358  1.648  0.080
H  -3.688  3.802  0.642  0.077
H  -2.291  3.679  1.731  0.086
H  -0.792  3.174  -1.647  0.059
H  -0.897  4.252  -0.247  0.082
H  -2.240  4.171  -1.391  0.083
H  -0.521  0.339  4.755  0.093
H  1.117  -0.315  4.655  0.053
H  -0.184  -1.320  5.282  0.079
H  -2.404  -0.879  3.506  0.086
H  -1.719  -2.455  3.926  0.080
H  -2.001  -2.048  2.232  0.086
H  1.675  -2.012  2.653  0.044
H  0.296  -2.803  1.924  0.073
H  0.607  -2.994  3.661  0.086
H  1.623  1.590  4.393  0.054
H  1.601  3.038  3.388  0.086
H  3.145  2.379  3.955  0.081
H  2.697  -0.580  3.401  0.056
H  4.107  0.317  2.860  0.084
H  3.157  -0.596  1.685  0.083
H  2.661  3.118  1.196  0.076
H  3.084  1.630  0.320  0.079
H  4.091  2.210  1.664  0.081
C  2.576  -3.387  -0.084  -0.014
C  1.805  -2.413  -0.966  -0.487
C  1.526  -3.037  -2.327  -0.005
O  0.577  -2.069  -0.301  -0.091
C  2.643  -1.127  -1.169  -0.593
O  3.779  -1.268  -1.616  0.029
O  2.079  -0.025  -0.858  -0.064
H  2.003  -4.310  0.042  0.089
H  2.754  -2.953  0.900  0.070
H  3.537  -3.607  -0.545  0.086
H  0.881  -3.913  -2.221  0.093
H  2.474  -3.336  -2.771  0.092
H  1.048  -2.326  -3.001  0.084
H  -0.209  -2.385  -0.798  0.057
O  -1.531  -2.325  -1.887  0.035
C  -1.271  -1.287  -2.500  -0.429
N  -0.554  -0.232  -2.027  0.104
C  -0.454  0.726  -3.024  -0.418
O  0.075  1.812  -2.941  0.081
C  -1.159  0.206  -4.256  -0.086
C  -1.335  0.750  -5.509  -0.007
C  -2.072  0.009  -6.432  -0.086
C  -2.605  -1.231  -6.092  -0.087
C  -2.417  -1.768  -4.819  -0.009
C  -1.687  -1.022  -3.918  -0.090
H  -0.914  1.716  -5.757  0.116
H  -2.234  0.399  -7.429  0.095
H  -3.172  -1.783  -6.831  0.095
H  -2.821  -2.733  -4.542  0.114

Calculated values
Total charge: -1
HOMO (alpha / beta) (hartree): -0.1771 / -0.1623
2S+1: 2



Number 1: molecular weight 661.60 g mol⁻¹. Number 2: molecular weight 655.42 g mol⁻¹. Number 3: molecular weight 537.58 g mol⁻¹.